[1]
# C45H48N4O2PRh

A structure of composition C45H48N4O2PRh (the ωB97M-V functional and the def2-TZVPD basis, OMol25).

Results
Kohn-Sham gap (spin up / spin down)   5.49 / 5.84 eV
Expectation value of S²   6.04
HOMO level (spin up / spin down)   -11.0 / -13.1 eV

```
! RIJCOSX wB97M-V def2-TZVPD def2/J DEFGRID3
* xyz 2 5
Rh 0.2774 0.5592 -0.6208
C 4.6810 -4.4475 -2.5474
C 4.2090 -3.1608 -1.9606
C 4.5869 -2.8004 -0.6321
C 4.2016 -1.6114 -0.0688
C 4.6378 -1.1191 1.2003
N 4.9594 -1.9497 2.2323
C 4.1424 -3.1033 2.5963
C 2.6295 -2.8275 2.5236
C 2.2569 -1.4324 3.0233
N 1.0105 -1.4326 3.8078
C 0.3358 -0.3876 4.1890
C 0.4039 0.9587 3.7149
C 0.1711 1.9479 4.6998
C 0.2138 3.2898 4.4199
C 0.0163 4.3482 5.4674
C 0.4348 3.6253 3.0769
C 0.5662 2.7039 2.0516
C 0.6951 3.2874 0.7134
N 0.5852 2.7162 -0.4194
C 0.6798 3.5988 -1.5967
C 1.4728 3.0181 -2.7561
C 0.8839 1.7483 -3.3685
N 1.2551 0.6095 -2.5133
C 2.1332 -0.1983 -2.9664
C 2.9089 -1.1379 -2.1599
C 3.4225 -2.2902 -2.7226
C 3.2408 -0.7688 -0.8033
O 2.7325 0.2151 -0.2277
C 0.5416 1.3066 2.3412
O 0.5428 0.3717 1.4525
H 5.4084 -4.9467 -1.9126
H 3.8338 -5.1225 -2.6966
H 5.1246 -4.2810 -3.5303
H 5.2681 -3.4535 -0.1016
H 4.7867 -0.0585 1.3390
H 5.4813 -1.5325 2.9841
H 4.3741 -3.9715 1.9772
H 4.4267 -3.3643 3.6159
H 2.2737 -2.9458 1.4988
H 2.1303 -3.6057 3.1081
H 3.0228 -1.0366 3.6959
H 2.1399 -0.7354 2.1972
H 0.7904 -2.3003 4.2806
H -0.3423 -0.5792 5.0170
H -0.0087 1.6249 5.7201
H -0.0784 3.9034 6.4563
H 0.8586 5.0397 5.4951
H -0.8854 4.9296 5.2728
H 0.4723 4.6787 2.8155
H 0.8827 4.3641 0.7267
H -0.3400 3.7994 -1.9327
H 1.1216 4.5521 -1.2974
H 1.5026 3.7859 -3.5322
H 2.5071 2.8300 -2.4580
H -0.1998 1.8173 -3.4407
H 1.2863 1.5875 -4.3712
H 2.4101 -0.1300 -4.0212
H 3.1960 -2.5453 -3.7509
C -2.6998 -0.3247 2.2524
C -3.7556 0.4857 1.5545
C -4.9249 0.8123 2.2301
C -5.9583 1.4930 1.6044
C -5.8405 1.8496 0.2719
C -4.6779 1.5443 -0.4189
C -3.6246 0.8840 0.2149
P -2.1712 0.3245 -0.7335
C -2.3422 1.0855 -2.3815
C -2.4467 2.4830 -2.3217
C -2.5735 3.2536 -3.4613
C -2.5816 2.6258 -4.6989
C -2.4402 1.2509 -4.7713
C -2.3053 0.4485 -3.6356
C -2.0813 -1.0241 -3.8645
C -2.3731 -1.4553 -0.7789
C -3.6160 -2.0877 -0.8397
C -3.6749 -3.4651 -0.9141
C -2.4918 -4.2045 -0.9158
C -1.2658 -3.5694 -0.8252
C -1.1914 -2.1773 -0.7388
C 0.1479 -1.4940 -0.6213
H -2.9543 -0.4486 3.3044
H -1.7262 0.1588 2.1851
H -2.6018 -1.3181 1.8077
H -5.0296 0.5121 3.2651
H -6.8591 1.7298 2.1545
H -6.6478 2.3602 -0.2346
H -4.6079 1.8204 -1.4601
H -2.4540 2.9718 -1.3526
H -2.6742 4.3282 -3.3869
H -2.6875 3.2057 -5.6057
H -2.4226 0.7706 -5.7415
H -1.8800 -1.1985 -4.9200
H -2.9506 -1.6210 -3.5896
H -1.2380 -1.4067 -3.2930
H -4.5277 -1.5015 -0.8394
H -4.6310 -3.9663 -0.9754
H -2.5335 -5.2839 -0.9785
H -0.3529 -4.1540 -0.8131
H 0.8064 -1.9073 -1.3871
H 0.5890 -1.7315 0.3521
*
```


[2]
# C45H48N6O12P2S2W

A structure of composition C45H48N6O12P2S2W (the ωB97M-V functional and the def2-TZVPD basis, OMol25).

Results
Kohn-Sham gap (spin up / spin down)   3.11 / 5.62 eV
Relative energy (zero: lowest compared OMol25 entry of this formula, charge and spin)   0.834 eV
Expectation value of S²   2.03
HOMO level (spin up / spin down)   -0.3 / -2.8 eV

```
! RIJCOSX wB97M-V def2-TZVPD def2/J DEFGRID3
* xyz -2 3
W -0.1351 0.3530 1.4890
O 0.4753 1.9964 4.4029
S 0.1728 2.6110 3.1261
O 0.0036 4.0490 3.1701
O -1.0758 1.9287 2.5203
O 1.1760 2.1983 2.0762
O 2.5399 0.2856 -0.6339
P 3.0241 1.3357 -1.5536
C 2.2043 2.9757 -1.5453
P 0.3891 3.0233 -1.3021
O -0.1146 2.1146 -0.2557
C 0.0597 4.7556 -0.9490
C -0.2477 5.1075 0.3598
C -0.4629 6.4432 0.6755
C -0.3773 7.4150 -0.3085
C -0.0770 7.0606 -1.6210
C 0.1413 5.7323 -1.9427
C -0.3675 2.6986 -2.9112
C 0.2534 2.8237 -4.1519
C -0.4402 2.5135 -5.3108
C -1.7468 2.0483 -5.2335
C -2.3615 1.8955 -3.9982
C -1.6781 2.2261 -2.8382
C 4.7594 1.7396 -1.2452
C 5.4212 2.8281 -1.8108
C 6.7503 3.0725 -1.5027
C 7.4220 2.2396 -0.6181
C 6.7626 1.1649 -0.0387
C 5.4349 0.9135 -0.3510
C 2.8561 0.8127 -3.2780
C 1.7415 0.0245 -3.5598
C 1.4769 -0.3653 -4.8635
C 2.3297 0.0119 -5.8910
C 3.4497 0.7831 -5.6124
C 3.7106 1.1861 -4.3106
H 2.4411 3.4668 -2.4927
H 2.6358 3.5651 -0.7322
H -0.3085 4.3572 1.1387
H -0.6924 6.7025 1.7006
H -0.5490 8.4554 -0.0604
H -0.0227 7.8202 -2.3910
H 0.3534 5.4482 -2.9681
H 1.2800 3.1602 -4.2314
H 0.0501 2.6115 -6.2718
H -2.2798 1.7844 -6.1392
H -3.3595 1.4855 -3.9252
H -2.1289 2.0455 -1.8705
H 4.8952 3.5005 -2.4788
H 7.2605 3.9211 -1.9409
H 8.4569 2.4386 -0.3699
H 7.2791 0.5290 0.6685
H 4.8931 0.0939 0.1038
H 1.0728 -0.2487 -2.7501
H 0.5886 -0.9429 -5.0813
H 2.1210 -0.2911 -6.9093
H 4.1219 1.0712 -6.4113
H 4.5905 1.7824 -4.1005
C 2.8648 -2.1954 1.9987
C 2.3412 -1.0319 2.8489
C 1.8786 -1.5207 4.2259
C 3.4207 0.0425 3.0169
N 1.2320 -0.4299 2.1954
H 3.6149 -2.7637 2.5550
H 3.3129 -1.8196 1.0759
H 2.0453 -2.8651 1.7322
H 2.7421 -1.8476 4.8116
H 1.1794 -2.3520 4.1308
H 1.3804 -0.7025 4.7483
H 4.3117 -0.3957 3.4766
H 3.0409 0.8510 3.6435
H 3.6786 0.4635 2.0447
C -3.9545 -0.8976 0.6036
C -2.9111 -0.1930 -0.2441
O -2.9730 -0.2818 -1.4805
O -1.9999 0.4629 0.3700
H -4.6620 -1.4298 -0.0306
H -4.4868 -0.1710 1.2161
H -3.4733 -1.5837 1.3015
N -0.1766 -1.2343 0.0221
C -0.4540 -1.8771 -0.8947
N -0.8974 -2.6714 -1.8353
C -2.3096 -3.0555 -1.9023
C -2.3833 -4.5646 -2.0310
O -1.5977 -5.0271 -3.1272
C -0.2324 -4.7044 -2.9485
C -0.0408 -3.1994 -2.8864
H -2.7679 -2.5629 -2.7625
H -2.8140 -2.7107 -1.0033
H -3.4064 -4.8803 -2.2266
H -2.0362 -5.0347 -1.1026
H 0.3053 -5.1260 -3.7980
H 0.1442 -5.1601 -2.0229
H -0.3299 -2.7572 -3.8445
H 0.9951 -2.9361 -2.6741
O -7.4974 -2.0673 6.2789
S -7.5157 -3.5082 6.4513
O -7.3143 -3.9504 7.8259
O -8.6077 -4.1808 5.7597
C -6.0298 -4.1353 5.5910
N -5.9468 -5.4719 5.5417
C -4.8662 -5.9449 4.9273
C -3.8961 -5.1484 4.3654
C -4.0696 -3.7513 4.4601
N -5.1657 -3.2698 5.0975
C -3.1407 -2.8140 3.8978
C -1.9841 -3.2150 3.1646
C -1.1615 -2.2956 2.5976
N -1.3639 -0.9410 2.6615
C -2.4278 -0.5325 3.4396
C -3.2892 -1.3978 4.0373
H -4.7773 -7.0290 4.8824
H -3.0392 -5.5944 3.8816
H -1.7229 -4.2581 3.0494
H -0.2751 -2.6098 2.0628
H -2.5453 0.5369 3.5305
H -4.1140 -1.0171 4.6238
*
```


[3]
# C45H50IrN6O5P3S5SbTe

A structure of composition C45H50IrN6O5P3S5SbTe (the ωB97M-V functional and the def2-TZVPD basis, OMol25).

Results
Kohn-Sham gap (spin up / spin down)   6.12 / 5.52 eV
Relative energy (zero: lowest compared OMol25 entry of this formula, charge and spin)   0.334 eV
Expectation value of S²   0.76
HOMO level (spin up / spin down)   -2.7 / -2.7 eV

```
! RIJCOSX wB97M-V def2-TZVPD def2/J DEFGRID3
* xyz -2 2
Ir -0.6859 -0.6000 0.7397
Te 3.6062 -1.4571 0.4220
C 4.8060 -0.7353 2.0038
C 5.3236 -1.6013 2.9561
C 6.1263 -1.0858 3.9643
N 6.4321 0.2028 4.0888
C 5.9255 1.0268 3.1703
C 5.1277 0.6131 2.1175
C 2.1608 0.0176 0.4970
P 0.8815 0.0363 -0.8432
C 1.6664 -1.0497 -2.0773
C 1.3793 -2.4109 -2.1328
C 2.0299 -3.2187 -3.0536
C 2.9604 -2.6775 -3.9287
C 3.2323 -1.3179 -3.8893
C 2.5842 -0.5052 -2.9725
C 0.9957 1.7691 -1.4410
C -0.0529 2.4726 -2.0499
C 0.1020 3.8394 -2.2675
C 1.2965 4.4915 -1.9893
C 2.3715 3.7704 -1.4987
C 2.2028 2.4242 -1.2021
P 1.0517 0.1851 1.9074
C 1.7631 -0.5706 3.3989
C 2.5678 0.2122 4.2286
C 3.1375 -0.3308 5.3684
C 2.8968 -1.6583 5.6959
C 2.0845 -2.4353 4.8847
C 1.5131 -1.8964 3.7406
C 0.8974 1.9346 2.3629
C 1.8833 2.8549 2.0280
C 1.7551 4.1874 2.3958
C 0.6384 4.6008 3.1062
C -0.3459 3.6827 3.4493
C -0.2215 2.3540 3.0791
H 5.0823 -2.6568 2.9443
H 6.5304 -1.7481 4.7236
H 6.1747 2.0776 3.2815
H 4.7598 1.3331 1.3973
H 0.6341 -2.8301 -1.4703
H 1.7895 -4.2739 -3.0939
H 3.4603 -3.3113 -4.6519
H 3.9403 -0.8826 -4.5844
H 2.7818 0.5587 -2.9659
H -0.7985 1.9666 -2.6387
H -0.7264 4.3883 -2.7001
H 1.3942 5.5509 -2.1959
H 3.3274 4.2490 -1.3212
H 3.0248 1.8652 -0.7709
H 2.7436 1.2536 3.9936
H 3.7658 0.2849 5.9997
H 3.3294 -2.0795 6.5960
H 1.8602 -3.4607 5.1498
H 0.8497 -2.4956 3.1314
H 2.7470 2.5299 1.4639
H 2.5192 4.9007 2.1114
H 0.5300 5.6420 3.3864
H -1.2230 3.9988 3.9994
H -0.9859 1.6413 3.3536
S -2.5041 -3.8941 3.8074
Sb -2.3317 -3.5412 1.5756
S -0.1039 -2.8561 0.9002
S -2.9089 -1.2403 1.0772
S -3.1857 -5.0596 0.1346
O -1.5703 1.3596 0.7960
N -1.9516 1.9143 -0.3117
C -3.1883 2.2954 -0.3860
C -3.5648 3.0543 -1.5478
N -3.9128 3.7027 -2.4315
C -4.1618 2.1602 0.6662
N -4.9243 2.0769 1.5225
C -0.6269 2.1789 -5.7241
C -0.0999 0.7498 -5.7982
C -0.9680 -0.1110 -6.7099
C 1.3438 0.7388 -6.2832
O -0.0301 0.1993 -4.4693
P -1.3132 -0.3002 -3.6201
O -2.5320 0.4658 -3.9768
O -0.8544 -0.2914 -2.1801
O -1.3806 -1.8295 -4.1125
C -2.5320 -2.6774 -3.8503
C -3.5541 -2.4386 -4.9553
C -1.9790 -4.0931 -3.9082
C -3.1290 -2.4029 -2.4794
H -0.6611 2.6178 -6.7254
H 0.0324 2.7863 -5.0996
H -1.6272 2.1838 -5.2925
H -0.8981 0.2620 -7.7352
H -2.0086 -0.0766 -6.3886
H -0.6288 -1.1474 -6.6821
H 1.4115 1.1716 -7.2844
H 1.7231 -0.2837 -6.3075
H 1.9682 1.3223 -5.6037
H -3.1132 -2.6582 -5.9314
H -3.8768 -1.3975 -4.9373
H -4.4199 -3.0879 -4.8068
H -1.4648 -4.2570 -4.8587
H -2.7880 -4.8183 -3.8056
H -1.2760 -4.2523 -3.0896
H -3.5078 -1.3823 -2.4098
H -2.3877 -2.5533 -1.6961
H -3.9469 -3.0990 -2.2884
C -3.3611 -1.2130 7.2431
N -3.6461 -0.4782 6.0427
C -4.9934 -0.4484 5.5011
C -4.7941 0.1158 4.0845
N -3.3503 0.2969 4.0103
C -2.7152 -0.1876 5.0952
S -1.0766 -0.4445 5.2262
H -4.0200 -0.8741 8.0469
H -2.3238 -1.0393 7.5194
H -3.5036 -2.2890 7.0904
H -5.6439 0.1828 6.1137
H -5.4151 -1.4591 5.4848
H -5.3136 1.0588 3.9296
H -5.1227 -0.5807 3.3121
H -2.8911 0.2417 3.1092
*
```